No. 1
C18H23BCl42InO6 | ωB97M-V with the def2-TZVPD basis set

- LUMO: 1.28 eV
- HOMO level: -5.65 eV
- Orbital gap: 6.93 eV
- Total charge: -1

Cartesian coordinates (Å):
1 C 2.78274 0.24028 0.87560
2 C 2.58363 1.53993 1.77236
3 O 2.90624 1.47204 2.99095
4 O 2.02469 2.77165 1.34143
5 C 2.38342 3.09187 -0.00877
6 O 3.36045 3.81818 -0.30029
7 C 1.43441 2.52256 -1.20094
8 In -0.40340 1.56253 -0.28261
9 O -2.23360 2.37518 -0.95745
10 B -3.19940 1.86142 0.00067
11 O -3.53170 0.44105 -0.08301
12 O -3.76755 2.77447 0.96966
13 H 1.78715 -0.22358 0.51608
14 H 3.24477 -0.56093 1.56554
15 H 3.52253 0.36781 0.01369
16 H 2.06980 1.73205 -1.72160
17 H 1.20284 3.36834 -1.94465
18 H -0.27352 -0.22773 -0.60468
19 H -0.43485 1.73805 1.52619
20 H -3.24987 0.04238 0.77865
21 H -3.24475 3.60288 0.85269
22 C 3.10205 -0.46620 -4.47070
23 Cl 4.10745 -1.91632 -4.61557
24 Cl 2.25913 -0.44102 -2.91793
25 Cl 4.08052 0.99528 -4.65374
26 H 2.35915 -0.48469 -5.26549
27 C -6.52802 4.84987 -0.39228
28 Cl -5.78384 6.43103 -0.67102
29 Cl -7.64553 4.91870 0.98071
30 Cl -7.36737 4.29254 -1.84785
31 H -5.73894 4.13603 -0.15640
32 C -2.55604 -0.52572 3.85995
33 Cl -2.54818 1.19764 4.25732
34 Cl -4.14995 -1.02021 3.26708
35 Cl -1.30638 -0.89438 2.66437
36 H -2.33870 -1.08937 4.76730
37 C 3.74897 -5.41160 -6.68865
38 Cl 4.17065 -5.28005 -8.40245
39 Cl 4.99342 -4.65794 -5.68241
40 Cl 2.16950 -4.67717 -6.37757
41 H 3.69262 -6.46708 -6.43015
42 C 6.52444 5.63108 -1.37498
43 Cl 7.39444 5.67110 0.16464
44 Cl 6.89203 7.07475 -2.33482
45 Cl 6.92568 4.16497 -2.27861
46 H 5.45595 5.62221 -1.16481
47 C -2.18577 -4.18493 6.45254
48 Cl -1.46168 -2.59599 6.16792
49 Cl -3.32348 -4.11477 7.80682
50 Cl -2.99224 -4.76965 4.99257
51 H -1.39117 -4.88305 6.70841
52 C 9.39744 2.38270 -5.17119
53 Cl 10.91820 2.13834 -4.29765
54 Cl 9.36891 1.41373 -6.65227
55 Cl 8.01687 1.98567 -4.14069
56 H 9.32610 3.43416 -5.44680
57 C -5.57900 0.07999 -3.55575
58 Cl -6.26924 -1.45942 -3.01693
59 Cl -6.24017 1.42187 -2.61210
60 Cl -3.81828 0.05444 -3.42654
61 H -5.84553 0.22700 -4.60023
62 C -3.76641 -8.53501 6.52296
63 Cl -3.34208 -8.41195 4.80951
64 Cl -2.51880 -7.78271 7.53177
65 Cl -5.34310 -7.79274 6.82691
66 H -3.82789 -9.58671 6.78419
67 C 9.32442 6.87017 -5.33353
68 Cl 7.94684 6.57479 -6.40281
69 Cl 10.26695 5.38878 -5.11111
70 Cl 10.34445 8.16567 -5.97572
71 H 8.94411 7.18220 -4.36276
72 C -5.93074 8.98402 2.61308
73 Cl -7.29590 10.10990 2.55688
74 Cl -6.45979 7.34432 2.21521
75 Cl -4.64736 9.50805 1.51250
76 H -5.53243 8.97997 3.62561
77 C 1.44538 -6.45140 -11.03880
78 Cl 1.52021 -6.11716 -9.30407
79 Cl 1.18085 -8.17717 -11.33045
80 Cl 0.17280 -5.48942 -11.80435
81 H 2.39902 -6.17196 -11.48258
82 C -4.62959 -10.31044 10.05987
83 Cl -4.62264 -8.58759 10.45862
84 Cl -6.22349 -10.80720 9.47450
85 Cl -3.38299 -10.67794 8.85699
86 H -4.40691 -10.87184 10.96481
87 C -4.09055 -0.19461 7.51773
88 Cl -2.43157 0.36448 7.26425
89 Cl -4.49039 -0.19579 9.24254
90 Cl -5.23266 0.81125 6.61681
91 H -4.16775 -1.21594 7.14784



No. 2
C18H23BFeNO | ωB97M-V with the def2-TZVPD basis set

- LUMO (spin up / spin down): 2.78 / 2.46 eV
- HOMO level (spin up / spin down): -0.47 / -4.56 eV
- Orbital gap (spin up / spin down): 3.25 / 7.02 eV
- Multiplicity: 5
- Total charge: -1

Cartesian coordinates (Å):
1 C -0.15865 1.49660 -5.89579
2 O 0.86793 0.50387 -5.66263
3 C 1.23826 0.27279 -4.38080
4 C 2.15574 -0.77256 -4.16404
5 C 2.50540 -1.08912 -2.87209
6 N 2.04619 -0.38994 -1.79602
7 B 2.49800 -0.86578 -0.35953
8 H 1.82035 -0.30654 0.51501
9 C 1.22543 0.66993 -2.01067
10 C 0.75252 0.99785 -3.27035
11 H -0.28740 1.48132 -6.97544
12 H -1.10180 1.22526 -5.39871
13 H 0.16439 2.49585 -5.56950
14 H 2.55387 -1.33368 -5.01012
15 H 3.17185 -1.91964 -2.64099
16 H 2.28555 -2.07198 -0.28280
17 H 3.67292 -0.61405 -0.20080
18 H 0.92327 1.25243 -1.13312
19 H 0.01212 1.79603 -3.37690
20 C 2.11618 -0.53666 2.89753
21 C 0.97411 0.37206 3.09140
22 C -0.28000 -0.06115 3.53187
23 C -1.42048 0.78241 3.94476
24 C -2.60725 -0.03356 3.99140
25 C -2.23725 -1.39597 3.61611
26 C -0.83278 -1.42201 3.32686
27 Fe -1.75219 -0.07807 2.21122
28 C -2.12831 -0.93117 0.47785
29 C -0.94572 -0.10491 0.42113
30 C -1.30619 1.24378 0.81750
31 C -2.72976 1.25352 1.10357
32 C -3.23618 -0.09396 0.90575
33 H 2.79751 -0.10921 2.15297
34 H 2.71251 -0.66735 3.82191
35 H 1.77925 -1.53180 2.56497
36 H 1.13313 1.45089 3.07388
37 H -1.29149 1.81753 4.25032
38 H -3.59737 0.29181 4.29937
39 H -2.89730 -2.25974 3.59335
40 H -0.20416 -2.27254 3.07015
41 H -2.17621 -1.97051 0.16623
42 H 0.01828 -0.40688 0.03772
43 H -0.63747 2.10053 0.81201
44 H -3.32032 2.13774 1.33993
45 H -4.27646 -0.40343 0.96554



No. 3
C18H23BIIrN4O3 | ωB97M-V with the def2-TZVPD basis set

- LUMO (spin up / spin down): 3.80 / 2.67 eV
- HOMO level (spin up / spin down): 2.56 / -3.18 eV
- Orbital gap (spin up / spin down): 1.24 / 5.85 eV
- Multiplicity: 5
- Total charge: -2

Cartesian coordinates (Å):
1 C -0.30524 3.30926 -1.92772
2 I -1.75651 0.17272 -3.28175
3 H -0.22510 4.32759 -1.52700
4 H -1.36155 3.06857 -2.11354
5 H 0.21469 3.28173 -2.89089
6 C 2.31342 -2.23747 -2.36863
7 C 2.94316 -1.13776 -2.83902
8 N 2.16238 -0.04659 -2.49089
9 C 1.09311 -0.45395 -1.75431
10 N 1.18391 -1.80225 -1.72207
11 H 2.58330 -3.27642 -2.42090
12 H 3.86759 -1.03791 -3.37659
13 C -4.25948 0.54187 0.66149
14 C -2.08948 0.80622 0.09514
15 N -3.15767 -0.03188 0.05766
16 H -4.43623 2.51544 1.60950
17 N -2.54155 1.90606 0.77258
18 H -5.20472 0.04270 0.70140
19 Ir -0.44173 0.57324 -1.01270
20 C 0.32714 2.35445 -0.94284
21 O 1.22115 2.63919 -0.13973
22 C -3.87479 1.75432 1.09471
23 C -1.80992 3.10738 1.11934
24 H -2.31228 3.54815 1.98886
25 H -1.82818 3.83206 0.29090
26 H -0.76782 2.88081 1.37504
27 C -3.21063 -1.37613 -0.45609
28 H -4.26929 -1.61367 -0.58209
29 H -2.74156 -2.08729 0.23536
30 H -2.72043 -1.44013 -1.43372
31 C 0.25870 -2.74320 -1.12162
32 H -0.03247 -3.48051 -1.87953
33 H -0.63977 -2.23560 -0.76320
34 H 0.74986 -3.24923 -0.28007
35 C 2.50081 1.29895 -2.89948
36 H 1.71597 1.72913 -3.53713
37 H 3.43722 1.22139 -3.46252
38 H 2.65265 1.94053 -2.02117
39 O -0.28447 -0.35151 1.92001
40 B 0.39528 -0.02185 0.70022
41 O 1.77952 -0.36972 0.84978
42 C 1.87174 -0.97296 2.04644
43 C 2.98077 -1.60164 2.57298
44 C 2.81183 -2.18628 3.83225
45 C 1.58151 -2.14726 4.49698
46 C 0.45074 -1.55225 3.92897
47 C 0.63878 -0.95861 2.70176
48 H 3.90728 -1.62192 2.00864
49 H 3.66465 -2.67916 4.29444
50 H 1.49123 -2.59162 5.48580
51 H -0.52755 -1.54700 4.40494



No. 4
C18H23CaI2N6O2S2Se2Te2 | ωB97M-V with the def2-TZVPD basis set

- LUMO: 1.79 eV
- Energy relative to the best compared isomer or geometry (same formula, charge and spin): 0.169 eV
- HOMO level: -3.55 eV
- Orbital gap: 5.33 eV
- Total charge: -1

Cartesian coordinates (Å):
1 Ca -0.49432 -0.75179 -0.03000
2 I 3.97049 5.49386 -1.95797
3 C 2.64402 3.87058 -1.89127
4 C 1.33776 4.03181 -2.32579
5 C 0.48082 2.94927 -2.26716
6 I -1.50532 3.13101 -2.90478
7 C 0.86219 1.67572 -1.77859
8 O 0.05584 0.67960 -1.73290
9 C 2.21825 1.56403 -1.34527
10 C 2.67488 0.23196 -0.81724
11 N 1.99967 -0.11349 0.44840
12 C 2.31621 0.78337 1.54158
13 C 1.10494 1.49348 2.11067
14 C 1.26033 2.34149 3.20460
15 C 0.15891 3.00304 3.71355
16 C -1.07681 2.80477 3.11360
17 C -1.14588 1.94047 2.03623
18 N -0.08783 1.28766 1.54978
19 C 3.07959 2.64454 -1.40677
20 H 0.99067 4.98327 -2.70383
21 H 2.42725 -0.55636 -1.53119
22 H 3.76658 0.24410 -0.69806
23 H 2.22183 -1.08349 0.67292
24 H 2.81747 0.25277 2.35795
25 H 3.01232 1.56090 1.20936
26 H 2.24368 2.48212 3.63704
27 H 0.26167 3.66992 4.56049
28 H -1.96519 3.30812 3.46834
29 H -2.08724 1.75609 1.52929
30 H 4.10578 2.52480 -1.07779
31 Se 1.52831 -3.06786 -0.59344
32 Te 0.26668 -5.16950 -0.00598
33 Te -2.33497 -4.41633 0.09417
34 Se -3.11562 -4.57458 -2.26797
35 C -1.98599 -1.98661 -5.08933
36 C -2.71838 -1.21004 -4.06542
37 N -3.80034 -0.52075 -4.23594
38 N -4.07979 -0.04153 -2.98440
39 C -3.20467 -0.41771 -2.04649
40 S -3.26986 -0.09023 -0.39974
41 N -2.30112 -1.14356 -2.75685
42 N -1.22795 -1.82380 -2.19056
43 H -2.52157 -1.92332 -6.03298
44 H -1.92129 -3.02882 -4.77026
45 H -0.97522 -1.59653 -5.21900
46 H -4.90027 0.51119 -2.81860
47 H -0.36856 -1.58194 -2.67705
48 H -1.42699 -2.83448 -2.25500
49 C 0.37193 -3.61320 3.60320
50 S 0.55159 -1.89296 3.18042
51 C -0.08094 -1.19391 4.70516
52 O -0.53170 -1.60310 2.17952
53 H -0.66277 -3.79437 3.89578
54 H 1.06876 -3.86310 4.40339
55 H 0.60204 -4.17954 2.69735
56 H 0.57787 -1.46137 5.53112
57 H -1.09000 -1.57315 4.86244
58 H -0.09771 -0.11253 4.57131



Number 1: molecular weight 1950.032 g mol⁻¹. Number 2: molecular weight 336.045 g mol⁻¹. Number 3: molecular weight 673.340 g mol⁻¹. Number 4: molecular weight 1126.562 g mol⁻¹.